1.
This record from OMol25 describes C23H39N5PtS2 as an isolated structure. The level of theory is ωB97M-V/def2-TZVPD.

The calculation puts the electronic energy at -2088.7104 Ha. The multiplicity is 1. As for the HOMO energy (alpha / beta): -14.0007 / -13.9233 eV. Its energy above the lowest of the compared OMol25 structures with the same formula, charge and spin is 1.07 kcal per mole. As for the orbital gap (alpha / beta): 6.3 / 6.3 eV. As for the net charge: +2.

Positions of all 70 atoms, in Å:
1 Pt -0.617 0.574 1.274
2 C -4.188 -2.685 -0.948
3 N -4.170 -1.237 -1.063
4 C -5.116 -0.456 -1.687
5 C -4.728 0.822 -1.572
6 N -3.518 0.839 -0.871
7 C -3.183 -0.457 -0.577
8 S -1.799 -1.184 0.108
9 C -2.843 2.040 -0.557
10 C -3.521 3.254 -0.643
11 C -2.821 4.431 -0.473
12 C -1.456 4.382 -0.223
13 C -0.872 3.144 -0.080
14 N -1.552 1.990 -0.223
15 H -5.065 -3.070 -1.458
16 H -4.215 -2.980 0.100
17 H -3.292 -3.110 -1.399
18 H -5.982 -0.867 -2.176
19 H -5.178 1.711 -1.969
20 H -4.585 3.280 -0.825
21 H -3.335 5.380 -0.541
22 H -0.865 5.280 -0.113
23 H 0.184 3.043 0.140
24 C -2.975 1.049 3.655
25 C -1.500 1.304 4.055
26 C -1.323 1.045 5.559
27 C -1.160 2.782 3.734
28 C -0.614 0.427 3.273
29 H -3.606 1.793 4.140
30 H -3.292 0.058 3.980
31 H -3.108 1.121 2.573
32 H -2.022 1.666 6.120
33 H -0.311 1.288 5.881
34 H -1.531 0.002 5.798
35 H -1.727 3.425 4.405
36 H -1.435 3.034 2.708
37 H -0.099 2.988 3.873
38 H 0.033 -0.277 3.797
39 C 3.375 -0.864 -4.181
40 C 2.302 0.170 -4.538
41 C 1.637 0.852 -3.337
42 C 0.601 0.005 -2.594
43 N 1.181 -1.122 -1.869
44 C 1.700 -1.102 -0.646
45 S 1.669 0.334 0.341
46 N 2.315 -2.188 -0.202
47 C 3.028 -2.332 1.069
48 C 4.497 -1.917 0.954
49 C 5.264 -2.645 -0.152
50 C 5.279 -4.165 0.005
51 H 3.966 -1.101 -5.064
52 H 2.953 -1.804 -3.822
53 H 4.052 -0.472 -3.420
54 H 1.538 -0.290 -5.170
55 H 2.776 0.952 -5.132
56 H 1.119 1.749 -3.687
57 H 2.401 1.172 -2.624
58 H -0.124 -0.411 -3.297
59 H 0.068 0.629 -1.883
60 H 1.329 -1.956 -2.418
61 H 2.450 -2.951 -0.853
62 H 2.948 -3.378 1.363
63 H 2.528 -1.722 1.817
64 H 4.973 -2.114 1.917
65 H 4.537 -0.839 0.777
66 H 6.292 -2.283 -0.130
67 H 4.859 -2.372 -1.132
68 H 5.670 -4.445 0.984
69 H 5.919 -4.616 -0.751
70 H 4.284 -4.604 -0.102



2.
This record from OMol25 describes C32H34BrF3N5O2ReS as an isolated structure. The level of theory is ωB97M-V/def2-TZVPD.

The calculation puts the electronic energy at -5013.3333 Ha. The multiplicity is 2. As for the HOMO energy (alpha / beta): -16.3739 / -16.2751 eV. Its energy above the lowest of the compared OMol25 structures with the same formula, charge and spin is 4.65 kcal per mole. As for the orbital gap (alpha / beta): 5.7 / 6.1 eV. Its expectation value of S² is 0.7731. As for the net charge: +3.

Positions of all 79 atoms, in Å:
1 Re -0.241 0.135 -0.113
2 C -3.328 -0.996 4.275
3 C -1.913 -0.910 3.781
4 C -0.816 -1.254 4.574
5 C 0.462 -1.155 4.062
6 C 0.642 -0.726 2.760
7 Br 2.400 -0.592 2.138
8 N -0.393 -0.398 1.956
9 C -1.639 -0.488 2.499
10 H -3.364 -1.407 5.281
11 H -3.927 -1.637 3.627
12 H -3.793 -0.010 4.299
13 H -0.964 -1.596 5.591
14 H 1.327 -1.407 4.659
15 H -2.457 -0.222 1.848
16 F -5.180 -1.448 -0.471
17 C -5.151 -0.408 -1.315
18 F -6.380 0.055 -1.468
19 F -4.705 -0.853 -2.496
20 C -4.221 0.663 -0.779
21 C -4.647 1.956 -0.526
22 C -3.735 2.901 -0.061
23 C -2.425 2.529 0.155
24 N -2.021 1.265 -0.043
25 C -2.893 0.355 -0.522
26 S -2.031 -1.161 -0.791
27 H -5.681 2.225 -0.699
28 H -4.042 3.919 0.127
29 H -1.683 3.239 0.488
30 N 1.800 3.463 1.632
31 C 0.821 2.570 1.523
32 N 1.046 1.699 0.544
33 C 2.282 2.063 -0.013
34 C 3.043 1.465 -1.016
35 C 4.256 2.052 -1.318
36 C 4.711 3.199 -0.646
37 C 3.977 3.783 0.364
38 C 2.758 3.183 0.663
39 H 1.844 4.197 2.325
40 H -0.029 2.548 2.187
41 H 2.725 0.549 -1.494
42 H 4.887 1.612 -2.079
43 H 5.668 3.623 -0.919
44 H 4.336 4.654 0.896
45 C -0.223 3.032 -3.802
46 N 0.747 1.928 -3.824
47 C 1.723 1.813 -4.928
48 C 0.748 1.050 -2.873
49 O -0.096 1.099 -1.914
50 H -0.127 3.599 -4.721
51 H -0.022 3.682 -2.952
52 H -1.232 2.634 -3.725
53 H 1.696 2.728 -5.510
54 H 1.463 0.978 -5.576
55 H 2.725 1.685 -4.527
56 H 1.489 0.253 -2.938
57 C 4.123 -6.188 -4.086
58 C 3.271 -5.130 -3.473
59 C 2.019 -4.814 -4.009
60 C 1.217 -3.846 -3.453
61 C -0.126 -3.581 -4.084
62 C 1.690 -3.140 -2.292
63 C 0.843 -2.142 -1.798
64 O 1.038 -1.341 -0.821
65 C 2.964 -3.478 -1.723
66 C 3.475 -2.833 -0.474
67 C 3.718 -4.448 -2.331
68 H 3.683 -6.596 -4.991
69 H 4.271 -7.001 -3.371
70 H 5.113 -5.790 -4.318
71 H 1.674 -5.353 -4.882
72 H -0.256 -4.221 -4.952
73 H -0.232 -2.550 -4.427
74 H -0.945 -3.798 -3.396
75 H -0.102 -2.015 -2.333
76 H 2.770 -2.963 0.345
77 H 3.618 -1.758 -0.610
78 H 4.428 -3.271 -0.187
79 H 4.680 -4.713 -1.910